# 1
Entry from OMol25: a molecular structure, C28H23MnN4O5S (ωB97M-V/def2-TZVPD).

```
62
Properties=species:S:1:pos:R:3
Mn 1.014 1.091 -1.059
S -0.504 0.530 1.896
O 0.821 -0.024 2.074
O 2.016 1.030 -2.831
O 2.452 2.917 -1.887
O -0.940 1.506 2.860
O 3.438 2.387 -3.743
N 2.688 2.142 -2.837
N -0.504 2.386 -1.945
N -0.566 1.099 0.386
N 2.578 1.383 0.486
C -0.410 3.000 -3.104
C 2.262 -2.873 -0.043
C -3.115 -2.148 3.352
C -1.917 -1.622 0.912
C 6.123 0.396 0.951
C -2.942 1.783 0.671
C -2.251 -1.073 3.230
C -1.743 1.748 -0.009
C -1.684 2.431 -1.263
C -1.650 -0.818 2.005
C 4.966 1.149 0.863
C -1.470 3.717 -3.680
C 3.752 0.560 0.537
C 1.483 -0.837 -0.957
C -2.789 -2.691 1.045
C 0.518 -1.510 -1.677
C -4.059 2.471 0.156
C -4.011 3.131 -1.035
C -2.659 3.773 -3.012
C -3.399 -2.970 2.263
C 4.857 -1.554 0.382
C 0.355 -2.881 -1.522
C 2.446 -1.496 -0.204
C 1.223 -3.550 -0.669
C 6.065 -0.968 0.717
C -2.804 3.120 -1.771
C 3.676 -0.815 0.283
C -4.366 -4.112 2.398
H -4.158 -4.895 1.669
H -0.164 -0.961 -2.326
H 6.959 -1.574 0.773
H -3.578 -2.353 4.309
H -4.869 3.661 -1.426
H 2.011 1.187 1.317
H 0.534 2.930 -3.626
H -0.431 -3.408 -2.046
H 1.108 -4.613 -0.501
H -4.972 2.466 0.737
H 4.996 2.215 1.055
H -1.443 -1.414 -0.037
H -5.390 -3.771 2.233
H -3.046 1.305 1.631
H 7.061 0.874 1.200
H 4.835 -2.609 0.148
H 2.939 -3.428 0.594
H -4.323 -4.551 3.394
H -3.503 4.314 -3.422
H -2.994 -3.319 0.186
H -1.325 4.206 -4.632
H -2.043 -0.430 4.075
H 2.846 2.361 0.474
```

Net charge: 0
Spin multiplicity: 5
<S²>: 6.2267
LUMO level (spin up / spin down) (eV): -0.81 / -0.43
Gap between HOMO and LUMO (spin up / spin down) (eV): 7.39 / 7.86
Total energy (hartree): -3225.15856
ΔE to the lowest compared entry with this formula, charge and spin (eV): 0.000



# 2
Entry from OMol25: a molecular structure, C28H23MnNO4P at a distorted geometry (ωB97M-V/def2-TZVPD).

```
58
Properties=species:S:1:pos:R:3
Mn 0.802 -0.268 1.390
P -0.835 0.229 -0.289
O 4.712 0.964 1.198
O 2.486 0.815 0.828
O -0.291 -2.318 4.715
O -0.400 -0.993 2.887
N 2.135 -0.753 2.772
C -4.901 0.185 -0.233
C 1.475 3.321 -1.903
C -4.280 2.253 -1.287
C 0.197 -1.650 3.810
C -5.261 1.379 -0.845
C 0.943 1.197 -3.076
C -3.208 -1.474 0.606
C 0.005 2.700 0.318
C 1.411 4.226 -0.858
C 0.904 -2.832 -2.142
C 0.268 -2.931 -3.367
C -3.565 -0.164 -0.053
C 1.713 -1.512 3.765
C 3.397 -0.422 2.586
C 4.375 -0.917 3.433
C -2.940 1.921 -1.112
C -0.831 -2.121 -3.670
C 0.801 2.099 -1.876
C 3.582 0.540 1.422
C -1.229 -1.173 -2.744
C 1.059 -1.876 0.225
C 0.482 -1.912 -1.166
C 3.971 -1.755 4.467
C 0.658 3.919 0.263
C 0.061 1.778 -0.730
C -0.543 -1.040 -1.537
C 2.624 -2.054 4.655
C -2.579 0.721 -0.510
H 0.610 -3.665 -4.088
H -2.169 2.603 -1.448
H -1.347 -2.216 -4.618
H 1.479 1.722 -3.868
H -0.563 2.448 1.209
H 4.712 -2.171 5.141
H -6.308 1.627 -0.968
H 2.066 -2.305 0.221
H 5.405 -0.633 3.267
H 2.076 3.556 -2.775
H -5.670 -0.490 0.125
H 2.263 -2.680 5.458
H -4.548 3.188 -1.763
H 0.433 -2.536 0.845
H 1.962 5.157 -0.915
H 1.725 -3.498 -1.900
H -0.020 0.880 -3.474
H -2.867 -2.202 -0.135
H 0.598 4.605 1.098
H 1.498 0.286 -2.837
H -2.406 -1.363 1.341
H -2.052 -0.503 -2.976
H -4.075 -1.891 1.118
```

Net charge: -1
Spin multiplicity: 2
<S²>: 0.9332
LUMO level (spin up / spin down) (eV): 2.77 / 2.77
Gap between HOMO and LUMO (spin up / spin down) (eV): 7.37 / 6.66
Total energy (hartree): -2928.97191
ΔE to the lowest compared entry with this formula, charge and spin (eV): 0.000



# 3
Entry from OMol25: a molecular structure, C28H24BIrN12 at a distorted geometry (ωB97M-V/def2-TZVPD).

```
66
Properties=species:S:1:pos:R:3
Ir 1.076 -0.754 0.099
N 1.353 1.304 -0.065
N 3.975 -0.159 -0.579
N -0.827 -0.732 0.848
N 1.527 -0.768 -2.131
N 0.525 0.227 3.031
N 3.211 -0.873 0.264
N -0.551 -4.656 -1.755
N 2.401 1.769 -0.775
N -6.636 2.008 -1.802
N 2.473 0.078 -2.569
N -0.866 1.645 4.985
N 0.523 -2.680 -0.139
C -2.829 -1.142 -0.378
C 0.624 2.363 0.293
C 0.698 -4.739 -1.296
C -2.759 0.584 1.251
C -6.134 2.480 -0.670
C 4.031 -1.556 1.061
C 5.272 -0.386 -0.322
C -1.539 -1.490 -0.026
C -0.785 -2.627 -0.538
C 5.357 -1.281 0.727
C 2.394 0.205 -3.903
C -1.474 0.174 1.619
C -4.604 0.637 -0.446
C -1.391 1.454 3.752
C -0.803 0.639 2.810
C 1.122 0.460 4.357
C -5.136 1.832 0.041
C 1.241 -3.738 -0.515
C 0.845 -1.180 -3.196
C -3.410 0.010 0.163
C 2.337 3.105 -0.853
C 0.246 1.108 5.337
C -1.274 -3.621 -1.385
C 1.593 1.199 3.157
C 1.362 -0.593 -4.353
C -5.168 0.140 -1.622
C -6.173 0.853 -2.258
C 1.213 3.534 -0.175
B 3.355 0.839 -1.567
H 2.273 -3.768 -0.192
H -2.343 1.935 3.559
H 1.334 2.249 3.080
H -4.784 2.283 0.958
H 3.067 0.850 -4.443
H 3.084 3.659 -1.397
H -6.609 0.490 -3.181
H 6.046 0.084 -0.903
H -2.284 -3.558 -1.776
H -3.352 -1.747 -1.102
H 1.027 -0.730 -5.366
H -0.287 2.248 0.852
H 1.265 -5.614 -1.579
H 0.869 4.543 -0.037
H 4.194 1.473 -2.123
H 6.247 -1.670 1.189
H 3.641 -2.198 1.835
H 2.531 0.914 2.701
H -6.537 3.427 -0.328
H 0.498 1.089 6.391
H 1.745 -0.342 4.743
H -3.224 1.377 1.814
H -4.830 -0.785 -2.066
H 0.030 -1.879 -3.104
```

Net charge: +1
Spin multiplicity: 2
<S²>: 0.7594
LUMO level (spin up / spin down) (eV): -3.93 / -4.08
Gap between HOMO and LUMO (spin up / spin down) (eV): 6.31 / 6.82
Total energy (hartree): -1867.46811
ΔE to the lowest compared entry with this formula, charge and spin (eV): 2.009



# 4
Entry from OMol25: a molecular structure, C28H24BrF4N6O2Zn (ωB97M-V/def2-TZVPD).

```
66
Properties=species:S:1:pos:R:3
Br -7.467 -1.380 2.271
Zn 0.002 -0.272 -0.492
F -2.924 0.002 5.417
F -0.916 -2.382 0.992
F -2.487 -3.766 2.632
F -1.442 1.438 3.796
O -0.110 -3.107 -3.451
O -0.481 1.613 -1.290
N -2.136 -0.505 -1.181
N 2.117 0.648 0.057
N -5.615 2.374 -3.238
N -0.235 0.196 1.427
N 0.642 -1.590 -1.769
N -6.689 1.887 -2.816
C -2.228 -2.478 2.928
C -2.424 -0.610 4.324
C -6.770 1.092 -1.636
C -3.420 3.055 -2.801
C -1.665 1.765 -1.732
C 2.750 1.210 -1.155
C -6.160 1.473 -0.440
C -4.021 -1.662 -2.040
C -6.374 0.750 0.724
C -2.141 2.968 -2.275
C -4.525 -0.507 -2.567
C -3.864 0.723 -2.350
C 3.100 -0.166 0.790
C -1.054 -0.408 2.303
C 1.596 1.777 0.848
C -4.329 2.004 -2.799
C 2.704 -0.591 2.196
C -7.830 -0.745 -0.481
C -2.601 0.638 -1.736
C -7.628 -0.002 -1.634
C 3.472 0.201 -2.037
C -7.197 -0.364 0.689
C 0.426 1.439 1.804
C -2.754 -1.926 4.084
C -1.620 0.131 3.482
C -2.834 -1.611 -1.294
C 0.255 -2.345 -2.605
C -1.429 -1.759 2.080
H -5.413 -0.534 -3.183
H 4.381 -0.182 -1.569
H 1.231 2.504 0.126
H 4.051 0.391 0.838
H -8.124 -0.274 -2.559
H -5.506 2.336 -0.427
H 3.274 -1.066 0.198
H 3.461 1.997 -0.852
H -1.474 3.821 -2.291
H 2.410 2.253 1.415
H -4.516 -2.611 -2.198
H 1.742 -1.102 2.198
H -3.782 3.999 -3.196
H 0.791 1.375 2.831
H -0.258 2.292 1.767
H 3.764 0.699 -2.964
H -5.893 1.045 1.647
H -3.378 -2.494 4.758
H 3.464 -1.278 2.575
H 2.816 -0.634 -2.281
H 2.652 0.254 2.882
H 1.954 1.686 -1.728
H -8.478 -1.611 -0.490
H -2.434 -2.494 -0.808
```

Net charge: -1
LUMO level (eV): 2.21
Gap between HOMO and LUMO (eV): 6.94
Total energy (hartree): -6313.33435
ΔE to the lowest compared entry with this formula, charge and spin (eV): 0.000



# 5
Entry from OMol25: a molecular structure, C28H24CeI2N4O4 at a distorted geometry (ωB97M-V/def2-TZVPD).

```
63
Properties=species:S:1:pos:R:3
Ce 0.325 -0.177 -1.596
I -4.190 6.595 -1.136
I -4.121 0.921 -2.613
O -0.832 -1.630 -2.619
O -1.077 1.352 -2.227
O 1.869 -0.249 0.058
O 2.921 1.409 1.677
N 0.766 2.357 -0.244
N 1.236 -2.256 0.967
N -0.952 0.247 0.615
N 0.576 -2.393 -0.284
C 1.918 -1.114 1.036
C -2.062 -1.053 2.273
C -1.025 3.620 -1.314
C 2.537 -0.811 2.357
C 2.595 -1.703 3.407
C 0.181 2.346 1.061
C -1.623 -3.314 -3.970
C -1.737 -0.770 1.025
C 2.237 0.445 -2.785
C -1.788 -4.688 -4.229
C -0.613 1.129 1.514
C -1.303 -5.671 -3.327
C -0.487 -3.888 -1.864
C -1.721 4.791 -1.065
C -0.983 -2.935 -2.816
C 3.477 -0.048 4.940
C 0.428 3.579 -1.001
C -3.056 2.542 -1.998
C -0.875 0.950 2.892
C 3.004 -1.359 4.651
C 3.556 0.822 3.879
C -1.697 2.440 -1.870
C 3.033 0.465 2.609
C -3.108 4.858 -1.359
C -1.587 -0.182 3.288
C 0.226 -3.554 -0.656
C -0.725 -5.232 -2.156
C -3.762 3.733 -1.742
H 0.909 2.555 1.920
H 2.184 -2.658 3.222
H 2.438 -0.441 -3.351
H 3.743 0.344 5.933
H -0.391 -5.929 -1.368
H -4.875 3.849 -1.987
H 2.953 -2.157 5.416
H 2.933 0.434 -1.930
H -0.510 3.171 1.184
H -1.402 -6.730 -3.388
H 0.569 -4.427 -0.095
H -1.957 -2.508 -4.639
H -2.269 -4.966 -5.149
H 2.333 1.281 -3.451
H 1.740 2.417 -0.193
H -1.784 -0.435 4.319
H -1.234 5.648 -0.678
H 3.729 1.855 4.029
H -1.983 -1.462 0.154
H 0.692 4.472 -0.440
H 1.003 3.580 -1.955
H -2.612 -1.964 2.567
H -0.480 1.593 3.633
H 2.711 0.907 0.866
```

Net charge: 0
LUMO level (spin up / spin down) (eV): -0.60 / -0.60
Gap between HOMO and LUMO (spin up / spin down) (eV): 7.34 / 7.33
Total energy (hartree): -2671.92779
ΔE to the lowest compared entry with this formula, charge and spin (eV): 1.178



# 6
Entry from OMol25: a molecular structure, C28H24Cl2F3N2O7SbY at a distorted geometry (ωB97M-V/def2-TZVPD).

```
68
Properties=species:S:1:pos:R:3
Sb -0.443 1.335 0.244
Y 1.129 -1.066 0.787
Cl -0.490 -1.737 2.877
Cl 1.490 0.303 3.183
F -1.230 1.179 -5.914
F -5.622 -1.728 1.888
F -2.562 7.036 1.643
O -0.373 -7.073 -1.990
O -1.328 -2.653 -1.984
O 3.101 -1.466 1.294
O -0.406 -1.490 -0.335
O -1.375 -5.233 -2.698
O 2.543 -0.725 -0.673
O 3.722 1.166 1.252
N 1.014 -3.514 0.526
N 1.564 -4.700 0.813
C -2.797 0.497 2.075
C -1.925 1.734 -2.430
C 0.191 -3.735 -0.513
C 4.714 0.966 -0.970
C 4.456 0.292 0.371
C -1.054 1.252 -4.591
C -2.114 1.657 -3.796
C 0.178 0.915 -4.057
C -4.563 -0.999 1.512
C -4.132 -1.052 0.198
C 1.125 -5.667 -0.003
C -0.701 1.375 -1.874
C -1.051 3.352 0.732
C 0.220 -5.094 -0.887
C -0.540 -5.886 -1.922
C -1.321 3.685 2.050
C -2.339 0.449 0.765
C 0.347 0.961 -2.685
C -1.771 5.529 0.025
C -3.017 -0.322 -0.169
C -3.914 -0.224 2.458
C -1.840 4.926 2.366
C -2.062 5.833 1.344
C -1.264 4.278 -0.276
C -0.584 -2.564 -1.026
C 3.362 -0.760 0.280
C 5.742 -0.237 0.990
C 0.255 -0.631 4.057
H 1.431 -6.693 0.051
H -1.035 4.029 -1.302
H 4.272 1.938 1.443
H -4.652 -1.673 -0.513
H 1.291 0.651 -2.250
H 5.520 1.688 -0.867
H -1.945 6.266 -0.743
H -2.667 -0.386 -1.189
H -2.734 2.052 -1.785
H -2.073 5.198 3.382
H 4.996 0.223 -1.708
H -4.273 -0.208 3.474
H -3.065 1.883 -4.251
H -2.297 1.115 2.810
H 2.234 -4.786 1.567
H 6.274 -0.819 0.242
H 0.747 -1.213 4.835
H -1.430 -4.254 -2.553
H -0.507 0.039 4.457
H -1.119 2.978 2.844
H 6.378 0.591 1.298
H 3.814 1.468 -1.318
H 0.977 0.614 -4.714
H 5.532 -0.866 1.853
```

Net charge: +1
LUMO level (eV): -3.01
Gap between HOMO and LUMO (eV): 8.57
Total energy (hartree): -3216.05478
ΔE to the lowest compared entry with this formula, charge and spin (eV): 1.862



# 7
Entry from OMol25: C28H24ClNO6 in the gas phase (ωB97M-V/def2-TZVPD).

```
60
Properties=species:S:1:pos:R:3
Cl 7.723 -1.991 -0.492
O -0.494 -2.569 2.699
O -2.186 3.203 -0.155
O -2.738 1.344 -2.611
O -2.645 1.536 1.281
O -0.709 1.014 -1.738
O 2.884 2.326 -1.998
N 1.970 1.490 -0.087
C 0.463 0.736 1.425
C -1.977 2.627 0.877
C -1.583 -2.275 3.539
C -0.231 -0.204 2.183
C 5.757 -0.427 0.480
C 1.156 -1.914 1.181
C 1.164 2.563 0.297
C -3.436 0.863 0.310
C 6.331 -0.986 -0.654
C -5.028 -2.238 -2.334
C 1.522 0.351 0.582
C -2.751 -2.472 -0.781
C -2.522 0.017 -0.600
C 0.276 2.148 1.245
C 4.635 0.369 0.352
C -3.407 -3.607 -1.223
C -0.849 2.941 1.838
C -4.548 -3.493 -1.999
C 4.692 0.068 -2.035
C -3.234 -1.211 -1.108
C -2.037 0.872 -1.761
C 4.086 0.610 -0.905
C 1.857 -0.988 0.440
C 2.941 1.541 -1.078
C 1.363 3.925 -0.254
C 5.806 -0.741 -1.914
C -4.377 -1.100 -1.889
C 0.121 -1.537 2.053
H 2.626 -1.317 -0.240
H -2.396 -1.791 2.988
H -1.043 0.114 2.814
H 4.275 0.284 -3.007
H 0.928 3.997 -1.250
H -1.092 2.594 2.841
H -0.413 1.591 -2.461
H -3.025 -4.583 -0.961
H -1.859 -2.565 -0.178
H -4.114 0.221 0.874
H -0.637 4.008 1.836
H -1.646 -0.285 -0.017
H 6.188 -0.614 1.450
H -1.928 -3.235 3.921
H -4.742 -0.123 -2.163
H -4.004 1.586 -0.284
H 2.422 4.161 -0.341
H 1.380 -2.965 1.096
H 6.269 -1.174 -2.786
H 4.190 0.809 1.232
H -5.059 -4.379 -2.345
H -1.283 -1.639 4.379
H -5.914 -2.144 -2.944
H 0.881 4.660 0.383
```

Net charge: 0
LUMO level (eV): -0.03
Structure (SMILES): COc1ccc2c(c1)c(CC(=O)OC[C@H](C(=O)O)c1ccccc1)c(C)n2C(=O)c1ccc(Cl)cc1
Gap between HOMO and LUMO (eV): 8.19
Total energy (hartree): -2047.84596